Computed, not measured: 2 unconnected molecules or ions with the total composition C13H19N4O2 in a non-equilibrium geometry, with ωB97M-V/def2-TZVPD.

## Properties
Frontier orbital gap: 0.3567 Eh

Structure (ORCA input):
```
! wB97M-V def2-TZVPD RIJCOSX def2/J DEFGRID3
* xyz 1 1
C 1.4531 1.6895 3.0016
N 0.9224 1.3394 1.6805
C 1.4837 1.0343 0.5179
N 0.5091 0.8160 -0.3574
C -0.6660 0.9963 0.2273
N -1.8905 0.8842 -0.2827
C -3.0103 1.1778 0.5771
C -3.7255 2.3456 0.4516
C -4.7540 2.5532 1.3371
C -5.0825 1.6536 2.3146
C -4.3566 0.4846 2.4333
C -3.3267 0.2660 1.5585
N -0.4158 1.3373 1.5238
H 1.0161 1.0021 3.7287
H 2.5413 1.6632 3.0299
H 1.1631 2.7263 3.2038
H 2.5552 0.9743 0.3693
H -1.9971 0.6372 -1.2547
H -3.4534 3.0434 -0.3342
H -5.3204 3.4785 1.2762
H -5.8929 1.8476 3.0078
H -4.5901 -0.2517 3.1938
H -2.7057 -0.6261 1.6216
H -1.0126 1.5424 2.3129
O 4.4028 -1.1452 -0.5012
C 3.6766 -1.7473 -1.2514
O 4.1921 -2.3725 -2.3126
C 3.4468 -3.2632 -3.1524
C 2.7015 -2.5117 -4.2356
C 2.1825 -1.7173 -1.0507
H 2.7888 -3.8991 -2.5581
H 4.1840 -3.9212 -3.6086
H 1.9591 -1.8313 -3.8156
H 2.1923 -3.2079 -4.9022
H 3.3944 -1.9078 -4.8214
H 1.7886 -0.8199 -1.5201
H 1.9888 -1.6783 0.0197
H 1.6578 -2.5922 -1.4282
*
```

Computed, not measured: a molecular structure, C7H16Cl2P in a non-equilibrium geometry, with ωB97M-V/def2-TZVPD.

## Properties
Relative energy (zero: lowest compared OMol25 entry of this formula, charge and spin): 0.00 kcal/mol
Frontier orbital gap: 0.3010 Eh

Structure (ORCA input):
```
! wB97M-V def2-TZVPD RIJCOSX def2/J DEFGRID3
* xyz 1 1
C 0.3847 2.4174 -1.1421
C 1.2383 -2.5187 -1.2218
C -2.4666 0.4065 0.0792
C 0.4595 -0.2251 2.1459
C 0.2744 1.9404 0.2523
C 1.3369 -2.0162 0.1707
C -1.2759 -0.3696 -0.4540
P 0.4156 0.0888 0.3651
Cl 2.3966 -2.8032 1.1468
Cl -1.4402 -2.0791 0.2041
H 0.1915 1.6357 -1.8008
H -0.2222 3.2030 -1.4882
H 1.4157 2.7308 -1.4523
H 0.4694 -1.9219 -1.6954
H 1.1243 -3.5738 -1.5555
H 2.1970 -2.3601 -1.6230
H -2.4850 0.4576 1.2411
H -3.2972 -0.1528 -0.2415
H -2.6863 1.3576 -0.2364
H 0.0823 0.6728 2.5816
H 1.4051 -0.4685 2.6869
H -0.2553 -0.9973 2.2442
H -0.7287 2.2746 0.6497
H 1.0585 2.4866 0.8676
H 1.6035 0.2637 -0.2245
H -1.1961 -0.4491 -1.4997
*
```

Computed, not measured: C11H14N3O4PS in the gas phase in a non-equilibrium geometry, with ωB97M-V/def2-TZVPD.

## Properties
SMILES string: CC(=O)OCCc1cc(C)c2nsnc2c1P(=N)(O)O
Frontier orbital gap: 0.2448 Eh

Structure (ORCA input):
```
! wB97M-V def2-TZVPD RIJCOSX def2/J DEFGRID3
* xyz 0 1
C -1.2878 2.2504 -3.2866
C -0.5198 3.0691 -2.1499
O -1.1802 3.9855 -1.5692
O 0.8397 2.8996 -1.7665
C 1.1748 1.5117 -1.4951
C 1.7220 1.2307 -0.0062
C 1.0780 -0.1432 0.4900
C 1.8545 -1.4893 0.2853
C 1.3000 -2.8668 0.6918
C 2.0761 -4.2402 0.4655
C -0.1267 -2.9275 1.3414
N -0.9023 -4.0638 1.7787
S -2.3805 -3.3915 2.3674
N -2.2374 -1.6904 2.1570
C -0.9066 -1.5788 1.5640
C -0.3194 -0.1587 1.1440
P -1.4054 1.3343 1.4978
N -1.6470 1.3544 3.0944
O -2.9805 1.1772 0.8113
O -0.7116 2.8293 1.0782
H -2.3962 2.5768 -3.2852
H -0.8108 2.3004 -4.3215
H -1.3131 1.1367 -2.9637
H 2.0248 1.2351 -2.2336
H 0.3355 0.7632 -1.6974
H 1.6198 2.1037 0.7196
H 2.8589 1.0346 -0.1110
H 2.8877 -1.4460 -0.2096
H 2.0746 -4.8192 1.4672
H 3.1606 -4.0408 0.1708
H 1.5447 -4.9363 -0.2874
H -1.1224 0.5641 3.5260
H -2.8734 0.9562 -0.1468
H -1.4306 3.4795 0.8791
*
```

Computed, not measured: a molecular structure, CH3NS2 in a non-equilibrium geometry, with ωB97M-V/def2-TZVPD.

## Properties
Relative energy (zero: lowest compared OMol25 entry of this formula, charge and spin): 116.13 kcal/mol
Frontier orbital gap: 0.2810 Eh

Structure (ORCA input):
```
! wB97M-V def2-TZVPD RIJCOSX def2/J DEFGRID3
* xyz 0 1
C -0.7603 0.3142 -0.7812
H 1.1992 -0.4272 2.7807
H 0.8210 -1.1118 -0.5038
H -0.8455 1.3944 -0.3508
N -0.1981 -0.4440 0.1228
S 1.1679 0.2950 1.0432
S -1.3842 -0.0206 -2.3109
*
```

Computed, not measured: C2H3Cl2N in the gas phase in a non-equilibrium geometry, with ωB97M-V/def2-TZVPD.

## Properties
SMILES string: [H]/N=C\C(Cl)Cl
Relative energy (zero: lowest compared OMol25 entry of this formula, charge and spin): 28.54 kcal/mol
Frontier orbital gap: 0.3861 Eh

Structure (ORCA input):
```
! wB97M-V def2-TZVPD RIJCOSX def2/J DEFGRID3
* xyz 0 1
C -0.5537 0.0621 0.5217
C 0.9180 0.0189 -0.4816
N -1.8133 -0.1845 0.4921
Cl 1.7723 1.4720 -0.0571
Cl 1.5173 -1.5643 -0.0052
H 0.4649 0.1177 -1.5290
H -0.0888 0.4703 1.4596
H -2.2167 -0.3922 -0.4005
*
```

Computed, not measured: a molecular structure, C9H18BiCl2IrN3O4P in a non-equilibrium geometry, with ωB97M-V/def2-TZVPD.

## Properties
Relative energy (zero: lowest compared OMol25 entry of this formula, charge and spin): 21.50 kcal/mol
Frontier orbital gap (spin up / spin down): 0.2245 / 0.1444 Eh
<S²>: 6.037

Structure (ORCA input):
```
! wB97M-V def2-TZVPD RIJCOSX def2/J DEFGRID3
* xyz 4 5
Ir -1.1074 -1.0823 -2.9583
Bi 0.3583 -0.0194 -0.5207
Cl -3.2619 -1.9100 -2.6782
Cl -1.1904 2.0379 -0.7429
C 1.3509 2.2986 0.2601
C -0.2389 -2.6888 -3.2634
C -0.1693 0.4865 -3.2811
O 1.2750 3.4230 0.5000
O 0.2479 -3.6799 -3.6155
O 0.4350 1.4495 -3.5525
C 1.2885 0.7580 4.7590
N 1.0733 -0.0979 3.5837
C 2.2436 -0.8577 3.1650
P -0.4408 -0.4196 3.0225
O -0.3878 -0.7619 1.5489
N -1.1490 -1.6699 3.8886
C -2.4323 -2.1533 3.3277
C -0.3337 -2.7497 4.4113
N -1.5058 0.7889 3.3270
C -2.0955 0.9443 4.6629
C -1.5946 1.9984 2.5195
H 2.3603 0.9790 4.7905
H 1.0143 0.2476 5.6905
H 0.7335 1.6990 4.6682
H 2.4963 -1.6481 3.9028
H 2.0982 -1.3175 2.1807
H 3.0999 -0.1742 3.1058
H -2.2925 -2.6970 2.3832
H -2.8780 -2.8039 4.0783
H -3.1083 -1.3044 3.1455
H 0.0428 -3.4172 3.6172
H 0.5196 -2.3419 4.9888
H -0.9651 -3.3362 5.0798
H -1.5130 1.6714 5.2567
H -3.1155 1.3223 4.5225
H -2.1304 -0.0019 5.1721
H -0.8677 2.7540 2.8464
H -1.4227 1.7602 1.4633
H -2.6203 2.3887 2.6222
*
```

> What is the formula in the first record?

C13H19N4O2

> Number 2 is which compound?

C7H16Cl2P